Density functional theory data (ωB97M-V/def2-TZVPD) for C14H22O5 in the gas phase.

## Properties
energy above the lowest of the compared OMol25 structures with the same formula, charge and spin = 3.7 kcal/mol
E_HOMO = -9.009 eV
orbital gap = 0.3575 Eh
2S+1 = 1
SMILES = CCO[C@@H]1OC(C(=O)O)=C[C@H](C2CC2)[C@H]1CCCO
calculated total energy = -922.82703 hartree

The geometry in XYZ format:
```
41
Properties=species:S:1:pos:R:3:forces:R:3:mulliken_charge:R:1
H 5.04765 -1.57072 1.21302 -0.11 0.30 -0.17 0.369
C 0.38392 -0.97509 -0.26701 -0.23 0.37 -0.35 -0.232
C -0.45666 -3.95023 -0.82469 0.04 0.37 0.28 -1.146
H -3.36586 1.30276 0.91389 -0.05 -0.05 -0.04 0.338
H -1.02071 4.33534 0.14603 0.01 0.07 -0.01 0.307
C -1.56346 0.45941 -1.05586 -0.05 -0.26 0.34 -1.195
C -0.04801 -3.20933 0.44480 0.05 -0.37 -0.07 -0.358
H -0.40175 0.70334 0.76456 0.04 0.00 -0.02 0.490
H -1.38614 0.03816 -2.05062 0.07 0.09 -0.08 0.413
O 1.64978 -1.01257 0.37594 -0.01 -0.03 0.23 -0.449
H 1.03173 -3.27812 0.60406 -0.11 -0.02 0.08 0.314
H 1.04262 2.55375 1.62515 -0.03 -0.17 0.05 0.195
H 0.06169 -3.55332 -1.69421 0.04 -0.02 -0.11 0.293
H -1.76170 -0.81076 1.79293 0.04 0.08 0.01 0.411
O -0.44397 -1.83973 0.43928 0.06 0.20 0.02 -0.270
H 0.52907 -1.32067 -1.31143 0.03 0.02 0.22 0.222
H -3.60270 -0.17940 -1.09951 -0.06 -0.05 0.01 0.512
H 0.59595 1.38360 -2.01978 -0.03 0.01 0.09 0.495
O 4.82356 0.50665 0.20542 -0.13 -0.03 0.01 -0.600
H -4.09683 -0.28169 1.23861 0.06 0.16 -0.07 0.353
C 3.92473 -0.27413 0.39932 0.63 0.32 -0.05 0.327
O -2.19345 0.04093 1.94865 0.31 -0.19 0.35 -0.558
C -2.74550 -0.28454 -0.43021 0.03 0.24 0.15 -0.442
H 2.92252 1.80401 -0.87356 0.19 0.01 0.02 0.445
C 0.73416 1.43076 -0.92993 0.00 -0.18 0.15 0.395
H -1.84525 1.50562 -1.18974 0.03 0.04 -0.10 0.405
C 0.51942 2.88465 -0.50530 0.02 -0.08 -0.15 -0.552
H -2.51017 -1.34568 -0.34840 -0.16 0.01 -0.08 -0.015
O 4.11297 -1.46476 0.97495 -0.18 -0.57 0.24 -0.432
C 2.51280 -0.02437 0.02716 -0.27 0.36 -0.42 -0.170
H -1.30587 2.67124 0.77973 -0.04 -0.20 0.05 0.127
H 0.83624 3.57554 -1.27836 -0.02 0.08 0.07 0.584
H -1.52822 -3.85910 -0.98705 -0.09 -0.03 -0.03 0.279
H -0.56094 -3.63770 1.30948 0.14 0.00 -0.07 0.366
C -0.59324 3.37002 0.37575 -0.13 0.18 -0.06 -0.543
C 2.15790 1.08838 -0.62016 0.09 -0.43 0.13 -0.648
C -3.16354 0.22735 0.94762 -0.48 -0.13 -0.34 -0.717
H 1.34309 4.24212 1.06043 0.01 0.09 -0.04 0.325
H -0.20409 -5.00193 -0.72431 0.03 -0.13 -0.03 0.427
C -0.23812 0.43074 -0.27887 0.19 -0.15 -0.20 0.545
C 0.80641 3.31948 0.90222 0.07 0.07 0.00 -0.612
```
Forces are in eV/Å.